# 1
A structure of composition C70H69As2CsN3O2P. Source: the OMol25 dataset; level of theory: wB97M-V/def2-TZVPD.

## Properties
multiplicity = 1
DFT total energy = -213784.3646 eV
relative energy (zero: lowest compared OMol25 entry of this formula, charge and spin) = 258.54 kJ/mol
F_max = 1.4 eV Å⁻¹
gap between HOMO and LUMO = 3.7 eV
net charge = -2

Cartesian coordinates (Å):
Cs (0.4353, 0.2712, 0.9307)
N (-0.4142, 1.5633, -3.7835)
P (0.0458, 0.1267, -2.9558)
C (1.6928, -0.1612, -3.6703)
C (2.4011, -1.3717, -3.1269)
C (3.8410, -1.4960, -3.6691)
C (4.1344, -0.8614, -4.9542)
C (3.4094, 0.1988, -5.3648)
C (2.2369, 0.6000, -4.6499)
C (-0.8868, -1.0053, -4.0911)
C (-2.0208, -1.6333, -3.5823)
C (-2.7458, -2.5313, -4.3368)
C (-2.3452, -2.8255, -5.6339)
C (-1.2244, -2.1938, -6.1612)
C (-0.5000, -1.2973, -5.4015)
C (-0.6790, 2.7139, -3.1047)
C (-0.8911, 3.9338, -3.7627)
C (-1.1893, 5.0445, -2.9958)
C (-1.2688, 4.9078, -1.6155)
C (-1.0647, 3.6565, -1.0617)
N (-0.7812, 2.5852, -1.7840)
H (-0.3188, 1.6269, -4.7908)
H (1.7538, -2.2566, -3.2242)
H (4.2135, -2.5208, -3.6022)
H (4.9992, -1.1905, -5.5135)
H (3.6533, 0.7299, -6.2769)
H (1.7686, 1.5261, -4.9638)
H (-2.3263, -1.3939, -2.5709)
H (-3.6251, -3.0062, -3.9203)
H (-2.9015, -3.5396, -6.2271)
H (-0.9162, -2.4121, -7.1769)
H (0.3842, -0.8303, -5.8167)
H (-0.8329, 3.9938, -4.8419)
H (-1.3662, 6.0038, -3.4684)
H (-1.4821, 5.7503, -0.9794)
H (-1.1416, 3.4992, 0.0039)
C (-5.0998, 2.5584, -0.2767)
As (-3.5860, 1.3705, -0.8063)
C (-3.6315, 1.8761, -2.7023)
C (-4.6374, -0.2734, -1.0726)
C (-5.9031, -0.2388, -1.6474)
C (-6.6420, -1.3907, -1.8472)
C (-6.1067, -2.6120, -1.4719)
C (-4.8412, -2.6580, -0.9126)
C (-4.0892, -1.5059, -0.7115)
As (-2.3316, -1.5683, 0.1797)
C (-1.7280, -3.3149, -0.5187)
C (-3.1618, -2.1416, 1.8746)
H (-5.7824, 2.7524, -1.1024)
H (-4.6836, 3.5116, 0.0506)
H (-5.6600, 2.1229, 0.5512)
H (-4.6183, 1.7059, -3.1322)
H (-2.8990, 1.2794, -3.2392)
H (-3.3703, 2.9278, -2.8104)
H (-6.3351, 0.7106, -1.9493)
H (-7.6336, -1.3347, -2.2845)
H (-6.6810, -3.5219, -1.6096)
H (-4.4383, -3.6230, -0.6216)
H (-1.6263, -4.0412, 0.2861)
H (-0.7458, -3.1848, -0.9761)
H (-2.3941, -3.7205, -1.2813)
H (-3.5158, -3.1744, 1.8338)
H (-4.0092, -1.4836, 2.0802)
H (-2.4426, -2.0220, 2.6814)
C (6.4211, 4.7970, -2.5170)
C (6.4677, 4.1508, -1.2902)
C (5.3617, 3.4860, -0.8036)
C (4.1650, 3.4437, -1.5303)
C (4.1334, 4.1163, -2.7579)
C (5.2423, 4.7772, -3.2440)
C (2.9833, 2.7336, -1.0561)
C (2.8229, 2.1389, 0.1224)
C (3.5722, 1.9590, 1.2801)
C (3.4616, 2.8454, 2.3850)
C (4.0879, 2.5794, 3.5779)
C (4.8496, 1.4287, 3.7496)
C (4.9591, 0.5355, 2.6882)
C (4.3453, 0.7856, 1.4892)
H (7.2962, 5.3066, -2.9016)
H (7.3849, 4.1639, -0.7115)
H (5.4098, 2.9823, 0.1510)
H (3.2169, 4.1197, -3.3346)
H (5.1970, 5.2823, -4.2013)
H (2.1702, 2.7136, -1.7850)
H (2.8666, 3.7466, 2.2718)
H (3.9961, 3.2859, 4.3978)
H (5.3530, 1.2396, 4.6893)
H (5.5507, -0.3655, 2.8006)
H (4.4547, 0.0869, 0.6728)
C (0.7382, -7.7009, -0.3260)
C (1.5506, -6.9233, -1.1401)
C (1.7282, -5.5800, -0.8786)
C (1.1041, -4.9742, 0.2202)
C (0.2981, -5.7788, 1.0359)
C (0.1130, -7.1183, 0.7663)
C (1.3005, -3.5819, 0.5826)
C (2.0497, -2.6936, -0.0522)
C (3.0860, -2.3206, -0.8133)
C (4.3588, -2.8777, -0.5467)
C (5.5440, -2.2478, -0.9282)
C (5.5641, -1.1558, -1.7426)
C (4.3255, -0.7035, -2.3746)
C (2.9838, -1.1115, -1.7203)
H (0.6000, -8.7542, -0.5377)
H (2.0513, -7.3800, -1.9872)
H (2.3564, -4.9793, -1.5214)
H (-0.1819, -5.3327, 1.8988)
H (-0.5182, -7.7175, 1.4130)
H (0.7654, -3.2865, 1.4876)
H (4.3940, -3.7560, 0.0863)
H (6.4799, -2.6510, -0.5538)
H (6.4880, -0.6547, -1.9959)
H (4.3442, 0.3642, -2.6061)
H (2.4837, -0.2952, -1.1867)
C (-0.7108, -2.8601, 7.2234)
C (-0.8913, -3.3681, 5.9293)
C (-0.8386, -2.5278, 4.8485)
C (-0.6337, -1.1360, 4.9722)
C (-0.5718, -0.3190, 3.7842)
C (-0.2530, 1.0104, 4.0746)
C (-0.0907, 1.5382, 5.3651)
C (-0.2094, 0.7396, 6.4716)
C (-0.4504, -0.6352, 6.2991)
C (-0.4846, -1.5224, 7.3950)
H (-0.7407, -3.5338, 8.0752)
H (-1.0518, -4.4335, 5.7960)
H (-0.9333, -2.9431, 3.8508)
H (-0.1148, 1.7100, 3.2511)
H (0.1282, 2.5961, 5.4863)
H (-0.1066, 1.1391, 7.4776)
H (-0.3030, -1.1246, 8.3896)
O (-1.8374, 4.9098, 4.1151)
C (-2.2837, 4.1804, 3.0944)
O (-1.7525, 4.1687, 2.0185)
C (-3.5617, 3.3960, 3.4144)
N (-3.9019, 3.6256, 4.8286)
C (-3.5781, 2.3707, 5.5183)
C (-3.9064, 1.2671, 4.5172)
C (-3.3574, 1.8730, 3.2276)
H (-4.3390, 3.7715, 2.7394)
H (-4.8915, 3.8302, 4.9266)
H (-2.4263, 4.7100, 4.8786)
H (-4.1103, 2.3052, 6.4673)
H (-2.5032, 2.3541, 5.7128)
H (-4.9864, 1.1098, 4.4625)
H (-3.4109, 0.3315, 4.7539)
H (-3.8293, 1.4904, 2.3215)
H (-2.2949, 1.6376, 3.1729)

# 2
A structure of composition C70H74As2BrN3O2PRbS. Source: the OMol25 dataset; level of theory: wB97M-V/def2-TZVPD.

## Properties
multiplicity = 1
DFT total energy = -294859.3479 eV
relative energy (zero: lowest compared OMol25 entry of this formula, charge and spin) = 0.00 kJ/mol
F_max = 0.5 eV Å⁻¹
gap between HOMO and LUMO = 5.8 eV
net charge = -2

Cartesian coordinates (Å):
Rb (-0.5523, -0.4629, -0.4674)
C (4.0044, -0.4243, -0.8650)
C (2.7708, -0.7235, -0.0324)
As (3.0574, -1.6315, 1.7149)
C (3.3867, -0.0668, 2.8493)
C (2.6598, 0.0185, 4.0318)
C (2.7872, 1.1203, 4.8689)
C (3.6563, 2.1455, 4.5377)
C (4.3775, 2.0832, 3.3520)
C (4.2370, 0.9885, 2.5134)
C (4.8787, -2.3065, 1.4274)
C (6.0389, -1.8296, 2.0296)
C (7.2710, -2.4143, 1.7591)
C (7.3621, -3.4838, 0.8807)
C (6.2093, -3.9754, 0.2820)
C (4.9799, -3.3980, 0.5632)
As (3.5870, -0.0959, -2.7668)
C (5.3095, 0.7740, -3.1426)
C (6.4677, 0.0027, -3.0541)
C (7.7163, 0.5597, -3.2899)
C (7.8255, 1.8994, -3.6380)
C (6.6787, 2.6718, -3.7456)
C (5.4300, 2.1146, -3.4968)
C (2.4527, 1.4696, -2.5895)
C (1.4356, 1.6448, -3.5249)
C (0.5498, 2.7050, -3.4121)
C (0.6801, 3.6060, -2.3693)
C (1.7002, 3.4526, -1.4443)
C (2.5798, 2.3848, -1.5476)
H (4.6936, -1.2682, -0.8796)
H (4.5708, 0.4239, -0.4788)
H (2.0830, -1.3823, -0.5669)
H (2.2259, 0.1850, 0.2381)
H (1.9583, -0.7679, 4.2840)
H (2.1847, 1.1831, 5.7674)
H (3.7506, 3.0091, 5.1858)
H (5.0327, 2.8988, 3.0686)
H (4.7961, 0.9569, 1.5867)
H (5.9899, -0.9936, 2.7145)
H (8.1634, -2.0239, 2.2353)
H (8.3238, -3.9353, 0.6671)
H (6.2600, -4.8124, -0.4046)
H (4.0903, -3.7948, 0.0825)
H (6.4006, -1.0486, -2.7914)
H (8.6044, -0.0553, -3.2013)
H (8.7989, 2.3380, -3.8230)
H (6.7510, 3.7183, -4.0185)
H (4.5413, 2.7299, -3.5690)
H (1.2990, 0.9166, -4.3167)
H (-0.2819, 2.7853, -4.0990)
H (-0.0526, 4.3916, -2.2366)
H (1.7792, 4.1326, -0.6067)
H (3.3547, 2.2637, -0.7978)
C (-4.7250, -4.4549, -3.6171)
C (-4.0822, -4.5406, -2.2398)
N (-2.6924, -4.9720, -2.2926)
C (-2.4527, -6.3961, -2.1481)
C (-2.1907, -6.8002, -0.7027)
C (-1.6437, -4.0961, -2.4060)
S (-1.9543, -2.4429, -2.6667)
N (-0.4440, -4.7048, -2.3856)
C (0.6848, -4.0340, -2.1113)
O (0.8269, -2.9611, -1.5243)
C (1.9487, -4.7729, -2.5201)
C (3.1500, -4.0693, -2.5457)
C (4.3307, -4.6996, -2.9079)
C (4.3262, -6.0502, -3.2325)
C (3.1334, -6.7606, -3.2012)
C (1.9500, -6.1227, -2.8555)
H (-5.7795, -4.1748, -3.5374)
H (-4.6657, -5.4140, -4.1405)
H (-4.2109, -3.6968, -4.2060)
H (-4.6216, -5.2551, -1.6080)
H (-4.1198, -3.5681, -1.7523)
H (-1.6007, -6.6702, -2.7694)
H (-3.3330, -6.9162, -2.5377)
H (-1.2932, -6.2986, -0.3414)
H (-2.0462, -7.8814, -0.6161)
H (-3.0260, -6.5161, -0.0587)
H (3.1281, -3.0179, -2.2843)
H (5.2539, -4.1316, -2.9381)
H (5.2492, -6.5471, -3.5097)
H (3.1247, -7.8160, -3.4494)
H (1.0085, -6.6538, -2.8375)
C (-3.9040, 2.4963, 6.0846)
C (-2.6416, 1.6717, 6.3788)
C (-3.0793, 0.3521, 7.0131)
C (-1.7778, 2.4278, 7.3996)
C (-1.8510, 1.4521, 5.0920)
C (-1.5556, 0.2008, 4.5800)
C (-0.8368, 0.0775, 3.4037)
Br (-0.5438, -1.6730, 2.7125)
C (-0.3254, 1.1649, 2.6406)
O (0.3499, 0.9980, 1.5782)
C (-0.6742, 2.4655, 3.1797)
C (-1.3950, 2.5539, 4.3530)
C (-0.2500, 3.7216, 2.4130)
C (1.2798, 3.7571, 2.2907)
C (-0.6739, 5.0086, 3.1279)
C (-0.9077, 3.7373, 1.0260)
H (-4.4801, 2.6658, 7.0009)
H (-4.5406, 1.9771, 5.3653)
H (-3.6519, 3.4680, 5.6583)
H (-3.6507, 0.5513, 7.9241)
H (-2.2193, -0.2658, 7.2816)
H (-3.7124, -0.2253, 6.3361)
H (-2.3356, 2.6126, 8.3240)
H (-1.4511, 3.3896, 7.0008)
H (-0.8838, 1.8491, 7.6432)
H (-1.8874, -0.7063, 5.0704)
H (-1.6369, 3.5413, 4.7276)
H (1.7397, 3.8052, 3.2795)
H (1.5883, 4.6494, 1.7322)
H (1.6463, 2.8660, 1.7851)
H (-0.2319, 5.0889, 4.1259)
H (-1.7603, 5.0820, 3.2222)
H (-0.3331, 5.8665, 2.5419)
H (-0.6824, 2.8574, 0.4246)
H (-0.5825, 4.6237, 0.4682)
H (-1.9974, 3.8016, 1.1233)
N (-1.6907, 1.6219, -1.7534)
P (-3.2059, 1.5798, -1.8009)
C (-4.0156, 1.0190, -3.3661)
C (-5.3707, 1.2054, -3.6400)
C (-5.9242, 0.7353, -4.8226)
C (-5.1195, 0.0746, -5.7447)
C (-3.7700, -0.1065, -5.4818)
C (-3.2202, 0.3677, -4.2975)
C (-4.0184, 0.4990, -0.5398)
C (-4.8010, -0.6146, -0.8326)
C (-5.2164, -1.4741, 0.1797)
C (-4.8495, -1.2359, 1.4961)
C (-4.0557, -0.1356, 1.8020)
C (-3.6482, 0.7186, 0.7901)
C (-4.1241, 3.1796, -1.5584)
C (-3.6606, 4.2720, -2.2890)
C (-4.2375, 5.5228, -2.1495)
C (-5.2902, 5.7109, -1.2584)
C (-5.7523, 4.6369, -0.5142)
C (-5.1722, 3.3803, -0.6667)
H (-5.9947, 1.7202, -2.9165)
H (-6.9799, 0.8807, -5.0243)
H (-5.5476, -0.2999, -6.6681)
H (-3.1423, -0.6336, -6.1910)
H (-2.1697, 0.2302, -4.0625)
H (-5.0580, -0.8391, -1.8607)
H (-5.8126, -2.3457, -0.0676)
H (-5.1585, -1.9183, 2.2796)
H (-3.7248, 0.0472, 2.8182)
H (-2.9845, 1.5465, 1.0288)
H (-2.8206, 4.1308, -2.9621)
H (-3.8613, 6.3583, -2.7296)
H (-5.7365, 6.6917, -1.1406)
H (-6.5659, 4.7701, 0.1900)
H (-5.5397, 2.5504, -0.0747)

> Look up the F_max of the second one.

0.5 eV Å⁻¹

> Among the records above, which one has the highest relative energy (zero: lowest compared OMol25 entry of this formula, charge and spin)?

C70H69As2CsN3O2P

> Which of these has the lowest relative energy (zero: lowest compared OMol25 entry of this formula, charge and spin)?

C70H74As2BrN3O2PRbS

> The highest gap between HOMO and LUMO belongs to which entry?

C70H74As2BrN3O2PRbS